ORCA calculation (the ωB97M-V functional and the def2-TZVPD basis) on a molecular structure, C5H10FIInMgNP.

Summary:
**Energy**: -37552.381 eV
**Net charge**: +1

Each line ends with the Löwdin charge.
Atoms and positions in Å:
C1 0.4039 2.0718 0.2915  0.08
C2 1.2947 1.2826 0.4854  -0.24
C3 2.3774 0.2705 0.4518  -0.21
C4 1.8946 -1.1936 0.2993  -0.27
C5 0.4105 -1.4050 0.5649  -0.28
In1 -0.9836 -0.7896 -1.0150  0.43
F1 -1.7446 -2.3263 -1.9545  -0.47
I1 0.2870 0.7471 -3.0683  0.46
P1 -2.9031 0.5725 0.0099  0.49
N1 -4.1192 -0.4227 0.1702  -0.37
H1 -0.2684 2.8899 0.1481  0.09
H2 2.9742 0.3867 1.3538  0.14
H3 3.0779 0.4677 -0.4024  0.07
H4 2.4642 -1.7687 1.0306  0.12
H5 2.1972 -1.5882 -0.6686  0.11
H6 0.0951 -0.9596 1.5087  0.06
H7 0.2674 -2.4785 0.6797  0.06
H8 -2.4593 1.1066 1.2472  -0.06
H9 -3.2046 1.7063 -0.7893  -0.07
H10 -4.4058 -0.5186 1.1380  -0.04
Mg1 2.3443 1.9493 -1.4811  0.91

---

ORCA calculation (the ωB97M-V functional and the def2-TZVPD basis) on C5H10FN in the gas phase.

Summary:
**Spin multiplicity**: 3
**Energy**: -9548.577 eV
**Net charge**: 0
**Energy relative to the best compared isomer or geometry (same formula, charge and spin)**: 49.37 kJ/mol

Each line ends with the natural charge from an NBO analysis.
Atoms and positions in Å:
C1 -1.2328 -0.0251 -0.7525  -0.07
C2 -0.3161 0.5341 -1.7884  -0.65
C3 0.9143 -1.2584 0.8186  -0.63
C4 0.5726 0.2600 0.9416  -0.45
C5 -0.9434 0.4448 0.7433  0.25
N1 -2.0191 -0.9423 -1.0416  -0.38
F1 -1.7248 -0.2625 1.6380  -0.37
H1 -0.8164 0.7941 -2.7564  0.22
H2 0.2343 -0.4077 -1.9798  0.21
H3 0.4382 1.3467 -1.5926  0.23
H4 0.5394 -1.8039 1.6971  0.21
H5 0.2042 -1.4713 -0.0708  0.21
H6 1.9534 -1.4923 0.7362  0.22
H7 1.0761 0.9070 0.1787  0.22
H8 0.9760 0.4843 1.9451  0.22
H9 -1.2126 1.5176 0.9825  0.18
H10 -2.4911 -1.2687 -0.1957  0.38